1.
The following is a quantum chemistry calculation of C11H21NO2 in the gas phase in a non-equilibrium geometry, from the OMol25 dataset.

Orbital gap = 8.840 eV
Energy above the lowest of the compared OMol25 structures with the same formula, charge and spin = 63.2 kcal/mol
Highest occupied orbital energy = -8.0 eV
SMILES string = CC(C)(C)N1COCO[C@@H]2CCC[C@H]21
E_LUMO = 0.9 eV

```
! RIJCOSX wB97M-V def2-TZVPD def2/J DEFGRID3
* xyz 0 1
O -0.5362 -1.6020 -1.1535
O 1.7398 -1.3489 -0.6349
N 1.0906 0.4244 0.8178
C -1.2534 1.2554 1.1079
C 1.9787 1.8716 2.5225
C -1.0415 -0.8140 -0.0544
C -2.6239 0.9690 0.5441
C -2.5167 -0.3032 -0.3404
C 0.7055 -2.2928 -1.0549
C 2.0563 1.5420 1.0117
C -0.2291 0.4746 0.1997
C 1.6599 2.8490 0.2975
C 3.5363 1.2818 0.5605
C 1.6691 -0.9589 0.7589
H 0.9824 -1.6211 1.3751
H -2.8829 1.8240 0.0255
H 4.0254 2.2565 0.7023
H 1.8742 2.8459 -0.7315
H 4.0626 0.5636 1.1162
H 2.6275 -1.0887 1.2723
H 2.3205 3.6723 0.7214
H 0.7408 -3.0945 -0.3140
H 2.6699 2.7301 2.8636
H -1.0751 2.3385 1.0088
H 0.9820 -2.6439 -2.1008
H 0.9810 2.1508 2.8257
H -3.2377 -1.0605 -0.0555
H 2.3255 0.9065 2.9730
H -3.2583 0.7278 1.4202
H -2.6694 -0.1636 -1.4202
H -1.0294 -1.4328 0.8518
H -1.1867 0.9766 2.1662
H 0.6464 3.2616 0.4793
H -0.2293 1.0693 -0.7320
H 3.6163 0.9550 -0.5086
*
```


2.
The following is a quantum chemistry calculation of 3 unconnected molecules or ions with the total composition C29H39F16N4O4S, from the OMol25 dataset.

Orbital gap = 8.556 eV
Highest occupied orbital energy = -11.6 eV
E_LUMO = -3.0 eV

```
! RIJCOSX wB97M-V def2-TZVPD def2/J DEFGRID3
* xyz 1 1
S 2.1270 2.8005 -1.9218
F -6.0635 -0.6244 3.6560
F 9.7447 0.9598 -5.8092
F 8.2954 2.5478 -5.3879
F 5.8968 1.6699 -4.5696
F -6.3200 -2.6678 5.3709
F -7.0379 -4.3267 4.1360
F -6.8247 -0.0052 6.3140
F 10.2891 0.7090 -3.1862
F -9.5964 -3.3586 4.3755
F 7.1524 4.0601 -3.4747
F 8.2189 0.2311 -3.7460
F 5.7869 3.7956 -1.7982
F -7.7303 1.8250 5.5029
F -5.2997 1.2393 4.5094
F 4.6571 3.4520 -4.2675
F -8.2149 -2.1080 3.2558
O -8.8668 -1.5276 5.3302
O -2.8273 1.5748 -1.5078
O 2.2470 -3.5054 1.1716
O 7.2537 2.2191 -2.1825
N 1.9440 0.7468 1.2468
N 0.1851 0.8806 -0.2646
N 1.7906 -1.7877 -0.3071
N 2.4370 1.4409 -0.8773
C 1.3222 -2.4166 -1.5612
C -4.0909 -1.9740 1.5501
C -3.4850 -0.1874 0.0359
C 9.3934 1.9134 -4.9246
C -6.4175 0.6075 4.0755
C -1.4919 2.7696 -3.0830
C 8.6503 2.1379 -2.4202
C 3.2390 -1.5501 -0.4156
C -3.1426 1.2721 -0.1620
C 1.4433 1.0652 0.0009
C -3.4398 -1.1027 -1.0141
C -3.7176 -2.4491 -0.7831
C 3.8728 -0.8079 0.7636
C 3.4163 0.6213 1.0857
C 1.4978 -2.6292 0.8372
C 0.2422 -2.3047 1.6009
C 6.4631 3.1450 -2.7868
C -7.4206 0.5224 5.2287
C -0.5104 0.9546 -1.5516
C 5.3722 2.4874 -3.6449
C 9.0970 1.2418 -3.5798
C -3.8225 -0.6320 1.3199
C -4.0398 -2.8900 0.4981
C -8.5233 -2.5458 4.4905
C -7.3987 -3.4185 5.0696
C -1.5323 2.1131 -1.6990
C -8.7581 -0.1725 4.9526
C 3.6540 1.6349 -0.0321
C -0.0878 -2.9935 -1.5195
H -1.1112 3.7896 -3.0326
H -4.2634 -3.9344 0.6744
H 2.0242 -3.2132 -1.8465
H -6.8363 1.1727 3.2390
H -0.6370 -2.5410 0.9973
H 9.1080 3.1251 -2.4810
H 10.2128 2.6294 -4.8219
H -9.0755 -0.0121 3.9215
H 4.9393 -0.7335 0.5217
H 4.5771 1.4987 -0.5906
H 4.7058 1.9129 -2.9977
H -0.8945 2.2030 -3.7986
H -2.2896 1.5061 0.4881
H 3.8951 0.9217 2.0175
H 1.3683 -1.6589 -2.3506
H -0.1226 -3.9375 -0.9716
H 3.7808 -2.4936 -0.5557
H -7.7501 -3.9307 5.9664
H 1.6317 1.3775 1.9757
H -1.0811 0.0231 -1.6230
H -0.4001 -3.2123 -2.5436
H 0.2156 -1.2428 1.8484
H -0.3590 0.5180 0.5046
H -2.5106 2.8142 -3.4708
H 2.2289 2.1625 -3.0979
H 0.2224 -2.9066 2.5090
H -3.2080 -0.7736 -2.0199
H -1.3228 2.8614 -0.9248
H -4.3585 -2.3142 2.5440
H 0.2213 0.9349 -2.3527
H 3.6366 2.6471 0.3861
H 9.0419 1.6500 -1.5297
H -3.9643 1.9167 0.1684
H -0.8169 -2.2915 -1.1098
H -3.6863 -3.1417 -1.6177
H 3.8193 -1.4181 1.6689
H -3.8791 0.0696 2.1478
H -9.4689 0.3440 5.5957
H 3.3772 -0.9758 -1.3379
*
```


3.
The following is a quantum chemistry calculation of a molecular structure, C18H40NiP2Si in a non-equilibrium geometry, from the OMol25 dataset.

Orbital gap (spin up / spin down) = 4.987 / 7.529 eV
Highest occupied orbital energy (spin up / spin down) = -4.4 / -7.0 eV
E_LUMO (spin up / spin down) = 0.6 / 0.5 eV

```
! RIJCOSX wB97M-V def2-TZVPD def2/J DEFGRID3
* xyz 0 3
Ni 0.5609 0.4766 0.5698
P -0.8427 0.5749 2.1907
P 1.6893 -0.8395 -0.8983
Si 3.9056 -1.1966 2.0548
C 5.3435 -1.3967 3.2880
C -1.2014 -0.0616 0.2587
C -2.2628 -0.2433 2.9776
C -2.2628 -0.0756 -2.5588
C -0.2181 -0.8617 -0.6544
C -3.0981 2.8238 -1.9921
C 1.7340 -2.4726 -1.7753
C -3.7509 -0.0517 -2.5716
C 2.3879 -0.2517 2.6687
C -3.0667 2.2257 -0.6125
C -3.7265 1.1012 -0.2489
C -1.9522 2.3859 -2.9549
C 3.2649 -2.9317 1.6628
C -1.4546 0.9946 -2.7855
C -4.4235 0.1538 -1.1899
C -1.3876 2.3006 2.5096
C 2.0099 0.1930 -2.3920
C 4.5284 -0.2455 0.5525
H 3.1010 0.2205 -2.4826
H -2.5881 2.8565 0.1549
H 5.1327 -2.0977 4.1118
H -0.3794 -0.5433 -1.6786
H -2.3091 2.5599 -3.9877
H -4.0694 2.6099 -2.4730
H 1.4558 -2.3162 -2.8255
H 4.0524 0.7401 0.4942
H -0.8342 3.0323 1.9123
H -2.3785 -1.2846 2.6779
H -1.1001 3.0718 -2.8338
H 2.7209 -2.9915 0.7103
H 2.5882 -3.2790 2.4589
H 4.3371 -0.7813 -0.3845
H -3.0269 3.9185 -1.8695
H -5.4641 0.4725 -1.3739
H -0.4836 -1.9209 -0.5382
H 5.6378 -0.4373 3.7398
H 6.2173 -1.7897 2.7463
H -0.4132 0.8684 -3.0982
H -4.0751 -1.0408 -2.9509
H 1.5832 -0.2706 -3.2912
H -3.8581 0.8695 0.8228
H 1.0482 -3.2038 -1.3367
H 2.7576 -2.8552 -1.7342
H -2.1070 -0.1952 4.0631
H 4.1062 -3.6376 1.6178
H -4.1280 0.6935 -3.2858
H -4.5081 -0.8175 -0.6742
H 2.3680 0.8081 2.3581
H 1.4257 -0.7242 2.3564
H 5.6134 -0.0998 0.6539
H -1.8975 -1.1113 -2.5544
H -3.1729 0.3112 2.7199
H -1.6184 0.7845 -0.2894
H -1.9816 -0.7707 0.5443
H 2.4640 -0.3180 3.7613
H -1.1405 2.4424 3.5737
H 1.6169 1.2084 -2.2718
H -2.4689 2.4162 2.3568
*
```